Molecular formula: C33H66O28
Method: DFT, the ωB97M-V functional and the def2-TZVPD basis

Each line ends with the Löwdin charge.
CARTESIAN COORDINATES (ANGSTROEM)
C1 -21.47804 4.59201 12.84096  -0.10
C2 -22.76864 3.93461 12.34642  -0.09
O1 -22.69908 2.63315 12.93860  0.06
C3 -21.85762 2.67352 13.98804  -0.57
O2 -21.64629 1.75205 14.71588  0.15
O3 -21.21058 3.85726 14.03231  0.07
H1 -21.66823 5.63839 13.06345  0.13
H2 -20.67109 4.48376 12.11721  0.13
H3 -22.77384 3.79956 11.26807  0.14
H4 -23.63796 4.51033 12.66273  0.13
C4 -24.57932 -2.89768 14.40666  -0.09
C5 -23.80135 -1.68518 13.93430  -0.11
O4 -24.83367 -0.84351 13.42736  0.06
C6 -25.98364 -1.16869 14.04709  -0.58
O5 -27.00493 -0.55761 13.96893  0.16
O6 -25.79608 -2.24085 14.83350  0.05
H5 -24.21165 -3.36824 15.33682  0.09
H6 -24.78093 -3.62039 13.61516  0.14
H7 -23.07573 -1.94467 13.16364  0.13
H8 -23.27241 -1.14869 14.72436  0.10
C7 -29.01039 -2.66370 19.74148  -0.11
C8 -27.91264 -1.58853 19.53812  -0.12
O7 -28.59828 -0.55876 18.85639  0.02
C9 -29.79796 -0.99328 18.38706  -0.54
O8 -30.56866 -0.36200 17.74510  0.19
O9 -30.03458 -2.22257 18.88788  0.07
H9 -29.30723 -2.67181 20.79030  0.13
H10 -28.61115 -3.63339 19.45216  0.13
H11 -27.11858 -1.92464 18.87042  0.11
H12 -27.49507 -1.24661 20.48257  0.12
C10 -22.85974 1.37208 17.58450  -0.09
C11 -23.46456 1.62756 18.97353  -0.07
O10 -24.84475 1.31924 18.74283  0.05
C12 -24.96582 0.50219 17.69425  -0.59
O11 -25.98417 -0.02867 17.36838  0.16
O12 -23.80776 0.47234 16.99404  0.02
H13 -21.92896 0.82089 17.67946  0.10
H14 -22.73003 2.29867 17.02956  0.12
H15 -23.40601 2.67780 19.23585  0.11
H16 -23.04629 0.89725 19.66565  0.12
C13 -20.39183 -0.93960 16.12066  -0.10
C14 -19.22360 -1.47199 15.28251  -0.09
O13 -18.20719 -1.69836 16.25531  0.08
C15 -18.73353 -1.70418 17.48844  -0.56
O14 -18.16053 -1.99997 18.49220  0.16
O15 -20.04325 -1.43929 17.41285  0.04
H17 -21.36528 -1.36777 15.88551  0.10
H18 -20.51242 0.13974 16.19038  0.11
H19 -18.94779 -0.68409 14.58300  0.13
H20 -19.39575 -2.40802 14.75447  0.13
C16 -25.94056 2.39022 13.84782  -0.10
C17 -25.22568 2.46656 15.15160  -0.09
O16 -25.71457 3.71186 15.68219  0.05
C18 -26.20644 4.44609 14.65491  -0.60
O17 -26.53963 5.58550 14.77800  0.15
O18 -26.15323 3.77822 13.48656  0.06
H21 -26.88923 1.85801 13.89264  0.12
H22 -25.38261 1.98148 13.00739  0.13
H23 -24.14136 2.53165 15.06748  0.11
H24 -25.46502 1.56700 15.70919  0.11
C19 -19.06696 -3.27280 21.26794  -0.12
C20 -18.33338 -2.14608 21.96764  -0.10
O19 -19.20610 -1.03571 21.78264  0.08
C21 -20.24607 -1.36319 21.00106  -0.57
O20 -21.14713 -0.62950 20.71760  0.13
O21 -20.22384 -2.67200 20.69778  0.06
H25 -19.30670 -4.11296 21.92054  0.13
H26 -18.54079 -3.69521 20.41145  0.12
H27 -17.35251 -2.00637 21.51764  0.13
H28 -18.21158 -2.37184 23.02520  0.13
O22 -19.68045 1.57272 18.94811  -0.05
H29 -20.01603 2.32758 19.45926  -0.01
H30 -19.83205 0.81284 19.52096  0.01
C22 -26.90204 1.78168 21.56429  -0.08
C23 -28.22324 1.41280 22.22137  -0.28
O23 -28.00445 1.58517 23.64165  -0.08
H31 -26.19186 0.97718 21.75995  0.06
H32 -26.60649 2.76926 21.90354  0.09
H33 -26.96212 1.75942 20.47068  0.06
H34 -28.53006 0.41245 21.89729  0.09
H35 -29.08156 2.04775 21.99956  0.11
H36 -27.97470 0.71157 24.03971  0.06
C24 -26.01304 4.26324 19.15912  -0.07
C25 -25.09499 5.23754 18.46516  -0.31
O24 -24.54430 6.18232 19.38710  -0.09
H37 -26.47039 3.58997 18.43242  0.06
H38 -26.80852 4.66708 19.78105  0.09
H39 -25.38038 3.60342 19.75702  0.05
H40 -25.56514 5.78658 17.64554  0.11
H41 -24.24631 4.67346 18.05215  0.10
H42 -24.06113 6.87202 18.92776  0.07
C26 -20.70499 5.50392 19.24994  -0.07
C27 -20.23004 4.67149 20.42664  -0.27
O25 -21.01531 3.46734 20.49277  -0.11
H43 -20.25516 6.50038 19.31724  0.08
H44 -21.77049 5.74239 19.30465  0.06
H45 -20.47136 5.02795 18.30024  0.08
H46 -20.30406 5.19343 21.38307  0.11
H47 -19.19424 4.35170 20.32120  0.12
H48 -21.92051 3.69299 20.72669  0.09
C28 -23.56020 -2.56684 18.96649  -0.05
C29 -23.28565 -2.82686 17.48587  -0.28
O26 -24.02782 -3.93899 16.99810  -0.09
H49 -23.21090 -3.32208 19.66940  0.08
H50 -24.62926 -2.45607 19.16776  0.07
H51 -23.04422 -1.62973 19.19924  0.06
H52 -22.22505 -3.06552 17.39310  0.11
H53 -23.47162 -1.89027 16.95537  0.08
H54 -24.94965 -3.68130 16.87790  0.09
C30 -23.90665 -0.79639 22.66786  -0.09
C31 -24.03063 -0.39746 24.13416  -0.30
O27 -24.97239 0.65968 24.26537  -0.07
H55 -24.65048 -1.53932 22.36534  0.07
H56 -22.97996 -1.38323 22.59031  0.06
H57 -23.79474 -0.05062 21.88481  0.06
H58 -23.05982 -0.15877 24.56891  0.11
H59 -24.31596 -1.29900 24.68916  0.11
H60 -25.83466 0.24642 24.34053  0.06
C32 -28.93389 3.79591 16.56755  -0.08
C33 -28.84414 2.40625 17.17631  -0.32
O28 -29.19913 2.45984 18.54537  -0.07
H61 -29.77823 4.38842 16.92598  0.08
H62 -28.97151 3.73145 15.47922  0.08
H63 -28.10306 4.45092 16.84530  0.05
H64 -27.83331 2.00204 17.04829  0.10
H65 -29.53249 1.78776 16.59248  0.11
H66 -29.11836 1.56007 18.87753  0.04

Output
- Gap between HOMO and LUMO: 9.439 eV
- Total charge: 0
- HOMO: -9.254 eV
- LUMO: 0.2 eV

Molecular formula: C3H8NS
Method: DFT, the ωB97M-V functional and the def2-TZVPD basis

Each line ends with the natural charge from an NBO analysis.
CARTESIAN COORDINATES (ANGSTROEM)
C1 -0.39938 1.65770 -1.93016  -0.73
S1 -1.69477 0.60083 -1.03876  -0.71
H1 0.07167 2.36418 -1.32806  0.16
H2 0.58875 1.12457 -2.21289  0.16
H3 -0.69777 2.20206 -2.84705  0.18
C2 1.98870 -1.89998 2.10082  -0.66
C3 1.49066 -0.66275 1.65206  0.06
N1 0.32628 -0.60262 0.80969  -0.85
H4 1.37474 -2.81758 1.98450  0.18
H5 3.10508 -2.04293 1.90862  0.19
H6 2.14662 0.20118 1.67124  0.18
H7 -0.35332 -1.33299 0.53373  0.42
H8 0.11673 0.33671 0.30591  0.43

Output
- Relative energy (zero: lowest compared OMol25 entry of this formula, charge and spin): 218.4 kJ/mol
- Gap between HOMO and LUMO: 6.817 eV
- Total charge: -1
- HOMO: -2.715 eV
- LUMO: 4.1 eV

Molecular formula: C3H6OS2
Method: DFT, the ωB97M-V functional and the def2-TZVPD basis

Each line ends with the natural charge from an NBO analysis.
CARTESIAN COORDINATES (ANGSTROEM)
C1 1.23561 -0.91559 -1.96476  -0.79
S1 0.13008 0.39645 -1.37479  0.25
C2 -0.10585 0.00646 0.35781  -0.22
O1 -0.89457 1.15184 0.76020  -0.51
C3 -1.52713 1.11740 1.95892  0.05
S2 -2.53504 2.26638 2.54946  -0.02
H1 0.94235 -1.95445 -1.50255  0.24
H2 2.49677 -0.59240 -1.75542  0.22
H3 1.12671 -0.73256 -3.09896  0.25
H4 0.84338 -0.04500 0.92230  0.19
H5 -0.59539 -0.91459 0.62754  0.19
H6 -1.11692 0.21607 2.52026  0.16

Output
- Relative energy (zero: lowest compared OMol25 entry of this formula, charge and spin): 245.5 kJ/mol
- Gap between HOMO and LUMO: 9.186 eV
- Total charge: 0
- HOMO: -9.017 eV
- LUMO: 0.2 eV
- Structure (SMILES): CSCOC=S

Molecular formula: C39H31BNO28
Method: DFT, the ωB97M-V functional and the def2-TZVPD basis

Each line ends with the Löwdin charge.
CARTESIAN COORDINATES (ANGSTROEM)
O1 -0.89388 0.12804 4.18099  0.04
N1 -1.89697 -0.46572 4.05243  -0.07
O2 -2.43147 -0.39601 2.77878  -0.15
C1 -1.55208 -0.88007 1.69451  -0.08
B1 -1.18907 0.25841 0.56092  -0.71
O3 0.28493 0.45909 0.55264  -0.08
C2 0.46426 1.72123 -0.06216  -0.22
C3 -0.84644 2.49760 0.27053  -0.25
O4 -1.68790 1.61455 0.92321  -0.06
H1 -0.64609 -1.31176 2.12271  0.09
H2 -2.10582 -1.70879 1.24701  0.08
H3 -1.66350 -0.08306 -0.54117  0.10
H4 0.58786 1.52688 -1.13122  0.10
H5 1.32629 2.19453 0.41395  0.10
H6 -1.26051 2.83639 -0.69752  0.10
H7 -0.64496 3.41109 0.84156  0.10
C4 -5.88752 1.23772 8.13038  0.06
C5 -5.18327 0.09776 8.08951  -0.24
C6 -4.68883 -0.49609 6.78920  -0.31
O5 -4.05073 -1.52682 6.86749  0.11
C7 -5.01265 0.18825 5.55147  0.08
C8 -5.72046 1.32574 5.59567  -0.24
C9 -6.19223 1.92864 6.89368  -0.32
O6 -6.81766 2.97414 6.83790  0.09
O7 -6.06528 2.01503 4.51787  0.12
O8 -4.86358 -0.60043 9.16734  0.10
H8 -6.24402 1.67034 9.05446  0.13
H9 -4.66461 -0.24665 4.62329  0.13
H10 -6.55994 2.79062 4.84068  0.11
H11 -4.35481 -1.37762 8.85025  0.09
C10 -3.90403 -0.60661 -5.37513  0.06
C11 -3.86189 -0.67388 -4.03298  -0.23
C12 -2.65033 -1.17835 -3.29388  -0.31
O9 -2.70677 -1.19023 -2.08423  0.11
C13 -1.49776 -1.61201 -4.07156  0.09
C14 -1.54624 -1.54091 -5.40559  -0.24
C15 -2.75123 -1.02264 -6.13963  -0.33
O10 -2.70022 -0.98063 -7.36186  0.07
O11 -0.54574 -1.91586 -6.20460  0.09
O12 -4.85881 -0.31228 -3.24838  0.12
H12 -4.76966 -0.24979 -5.91470  0.13
H13 -0.63545 -1.97960 -3.53350  0.14
H14 -0.86456 -1.74502 -7.11057  0.11
H15 -4.53899 -0.45290 -2.33119  0.13
C16 3.67859 3.22989 -2.75479  0.09
C17 4.98879 3.45271 -2.91594  -0.24
C18 5.66037 4.69964 -2.40121  -0.31
O13 6.86320 4.78942 -2.58511  0.08
C19 4.85736 5.70040 -1.73444  0.07
C20 3.54292 5.48238 -1.57287  -0.23
C21 2.87107 4.22256 -2.06698  -0.30
O14 1.68173 4.11534 -1.85992  0.12
O15 2.72673 6.33110 -0.97654  0.12
O16 5.80959 2.61240 -3.53465  0.11
H16 3.18581 2.33803 -3.11494  0.14
H17 5.34857 6.59640 -1.38260  0.13
H18 1.84306 5.90857 -0.99318  0.13
H19 6.69301 3.03039 -3.50946  0.10
C22 -4.22498 -4.16753 11.67074  0.08
C23 -4.69117 -4.86933 12.71266  -0.24
C24 -5.91457 -5.74707 12.60800  -0.32
O17 -6.24704 -6.35800 13.60818  0.10
C25 -6.61587 -5.80974 11.34343  0.07
C26 -6.15261 -5.10581 10.29941  -0.23
C27 -4.91537 -4.24669 10.39907  -0.30
O18 -4.56907 -3.66139 9.39116  0.11
O19 -6.72588 -5.10111 9.10985  0.13
O20 -4.13021 -4.85993 13.91187  0.12
H20 -3.34916 -3.53775 11.73509  0.14
H21 -7.49919 -6.42903 11.28269  0.13
H22 -6.18358 -4.51485 8.54490  0.13
H23 -4.67183 -5.45574 14.46492  0.12
C28 -0.69898 -6.17943 -8.35611  0.08
C29 0.17949 -6.50572 -9.31350  -0.24
C30 0.11814 -5.90902 -10.69798  -0.32
O21 0.97302 -6.25902 -11.49268  0.10
C31 -0.93998 -4.96939 -11.00090  0.07
C32 -1.82262 -4.64096 -10.04469  -0.24
C33 -1.74925 -5.22401 -8.65286  -0.31
O22 -2.58754 -4.85687 -7.85395  0.11
O23 -2.81516 -3.79067 -10.23062  0.12
O24 1.16880 -7.36861 -9.13700  0.11
H24 -0.66220 -6.60002 -7.36143  0.14
H25 -0.98223 -4.55708 -11.99879  0.13
H26 -3.28495 -3.72214 -9.37543  0.12
H27 1.64465 -7.40714 -9.98907  0.12
C34 11.59585 5.45378 -1.56505  0.07
C35 10.66856 4.62454 -2.06914  -0.23
C36 10.16070 4.75603 -3.48510  -0.31
O25 9.33824 3.94540 -3.85954  0.10
C37 10.67535 5.83566 -4.30696  0.08
C38 11.59673 6.66413 -3.79910  -0.24
C39 12.12525 6.51426 -2.39411  -0.32
O26 12.97615 7.30908 -2.03392  0.10
O27 12.12442 7.67620 -4.47282  0.11
O28 10.12647 3.63556 -1.38382  0.13
H28 11.96729 5.36618 -0.55421  0.13
H29 10.29303 5.93369 -5.31285  0.14
H30 12.75987 8.09838 -3.86264  0.12
H31 9.48324 3.20962 -1.98364  0.12

Output
- Gap between HOMO and LUMO: 3.930 eV
- Total charge: -1
- HOMO: -4.324 eV
- LUMO: -0.4 eV